1.
The following is a DFT calculation (the ωB97M-V functional and the def2-TZVPD basis) of a molecular structure, C45H40MgN13O4S3.

Atoms and positions in Å:
1 Mg -0.3259 0.8993 0.2362
2 C -2.9655 -3.5044 -2.1415
3 N -2.6825 -2.4316 -1.1960
4 C -1.7043 -1.5250 -1.2226
5 N -1.7610 -0.7730 -0.1389
6 C -2.8172 -1.2935 0.5407
7 N -3.4035 -2.2963 -0.0690
8 C -2.7611 -4.8612 -1.5077
9 C -3.7306 -5.8475 -1.6043
10 C -3.5298 -7.0889 -1.0118
11 C -2.3695 -7.3456 -0.3032
12 C -1.3973 -6.3528 -0.1988
13 C -1.5902 -5.1199 -0.8086
14 C -0.1879 -6.5916 0.5805
15 N 0.1298 -7.6070 1.3074
16 N 1.3568 -7.3219 1.8733
17 C 1.6970 -6.1537 1.4497
18 O 0.7634 -5.6244 0.6176
19 C 2.8771 -5.3542 1.7609
20 C 3.7481 -5.7355 2.7773
21 C 4.8342 -4.9292 3.0743
22 C 5.0477 -3.7478 2.3749
23 C 4.1875 -3.3710 1.3517
24 C 4.4492 -2.1145 0.5507
25 N 3.2291 -1.5478 0.0010
26 C 2.1172 -1.1610 0.6329
27 N 1.2313 -0.7362 -0.2484
28 C 1.8812 -0.8789 -1.4369
29 N 3.0874 -1.3773 -1.3250
30 C 3.1057 -4.1842 1.0441
31 H -2.3005 -3.3528 -2.9920
32 H -3.9898 -3.3951 -2.4926
33 H -0.9970 -1.4367 -2.0315
34 H -3.1562 -0.9392 1.4996
35 H -4.6512 -5.6472 -2.1400
36 H -4.2906 -7.8533 -1.0933
37 H -2.2063 -8.3008 0.1776
38 H -0.8305 -4.3524 -0.7159
39 H 3.5611 -6.6487 3.3263
40 H 5.5142 -5.2154 3.8653
41 H 5.8951 -3.1195 2.6252
42 H 5.0806 -2.3250 -0.3108
43 H 4.9560 -1.3628 1.1567
44 H 1.9894 -1.1977 1.7039
45 H 1.4627 -0.5886 -2.3877
46 H 2.4315 -3.9141 0.2421
47 O 0.1337 1.9299 -4.0032
48 C 1.2555 2.6837 -3.9205
49 C 1.7476 3.2394 -5.1017
50 C 2.8845 4.0191 -5.0876
51 C 3.5601 4.2643 -3.8929
52 C 3.0846 3.7108 -2.7244
53 C 1.9338 2.9137 -2.7113
54 C 1.4548 2.3162 -1.4448
55 O 0.2811 1.7613 -1.4457
56 N 2.2327 2.4061 -0.3932
57 N 1.6503 1.8806 0.7620
58 C 2.4139 2.0203 1.7778
59 S 1.9381 1.4423 3.3734
60 C 3.1883 2.4235 4.2485
61 C 4.4423 2.4279 3.3976
62 S 3.9863 2.7840 1.6755
63 H -0.1268 1.7311 -3.0781
64 H 1.2076 3.0431 -6.0193
65 H 3.2490 4.4454 -6.0136
66 H 4.4495 4.8799 -3.8836
67 H 3.5958 3.8759 -1.7857
68 H 3.3638 1.9554 5.2161
69 H 2.8110 3.4333 4.4025
70 H 4.9441 1.4618 3.4456
71 H 5.1392 3.2000 3.7215
72 C -1.1212 0.0364 4.5281
73 C -1.4785 0.5662 3.1665
74 O -0.7548 0.3752 2.1862
75 N -2.6314 1.2564 3.0863
76 C -3.1220 1.8846 1.8591
77 C -2.3737 3.1460 1.5226
78 C -2.9190 4.3931 1.7863
79 C -2.1690 5.5264 1.5130
80 C -0.8968 5.3664 0.9958
81 C -0.4346 4.0837 0.7482
82 N -1.1550 2.9869 0.9950
83 H -0.2915 -0.6574 4.4288
84 H -1.9683 -0.4643 4.9964
85 H -0.8165 0.8641 5.1707
86 H -3.1503 1.4045 3.9354
87 H -4.1798 2.0960 2.0003
88 H -3.0302 1.1914 1.0259
89 H -3.9187 4.4712 2.1939
90 H -2.5735 6.5126 1.7000
91 H -0.2674 6.2155 0.7677
92 H 0.5461 3.9333 0.3168
93 S -5.2285 1.8180 -2.5924
94 C -3.9620 1.0678 -1.6909
95 N -2.8780 1.7438 -1.5190
96 C -2.9822 2.9785 -2.1515
97 C -1.9823 3.9527 -2.2136
98 C -2.2394 5.1258 -2.8881
99 C -3.4754 5.3487 -3.5084
100 C -4.4697 4.3946 -3.4735
101 C -4.2102 3.2074 -2.7923
102 H -4.1157 0.0750 -1.2833
103 H -1.0202 3.7547 -1.7613
104 H -1.4691 5.8835 -2.9561
105 H -3.6476 6.2787 -4.0344
106 H -5.4191 4.5594 -3.9660

Values from the calculation:
Total charge = +1
Multiplicity = 1
Largest force on an atom = 0.3 eV/A
Energy relative to the best compared isomer or geometry (same formula, charge and spin) = 0.0 kJ/mol
HOMO-LUMO gap = 7.81 eV

Löwdin atomic charge list, values in e, 4 entries: 0.600 -0.060 -0.114 -0.118



2.
The following is a DFT calculation (the ωB97M-V functional and the def2-TZVPD basis) of a molecular structure, C45H41N3O7P2S2Ti in a non-equilibrium geometry.

Atoms and positions in Å:
1 Ti -1.5313 -0.1584 0.1696
2 O -0.9863 -1.2017 3.9570
3 C -1.2302 -1.1869 2.7647
4 O -1.0603 -0.1644 1.9484
5 C -1.7908 -2.3260 2.0093
6 C -2.2983 -3.5159 2.4815
7 C -2.9241 -4.3915 1.5956
8 C -3.0814 -3.9979 0.2438
9 C -2.5737 -2.7981 -0.1625
10 N -1.8710 -1.9927 0.6787
11 C -2.7260 -2.0949 -1.4859
12 O -3.1854 -2.6277 -2.4721
13 O -2.3053 -0.8591 -1.3825
14 H -2.2062 -3.7322 3.5375
15 H -3.3331 -5.3294 1.9447
16 H -3.6228 -4.6111 -0.4638
17 S 0.1586 -0.7842 -3.2523
18 P 0.6997 0.7096 -2.0621
19 C 0.3642 0.4178 -0.3865
20 P 1.2166 1.2150 0.9432
21 S 2.3380 -0.0096 2.0276
22 C 2.2816 2.6592 0.4813
23 C 3.5112 2.8411 1.1058
24 C 4.2676 3.9749 0.8512
25 C 3.8064 4.9351 -0.0377
26 C 2.5925 4.7477 -0.6804
27 C 1.8343 3.6173 -0.4200
28 C 0.1669 2.2209 2.0744
29 C 0.2170 2.0145 3.4472
30 C -0.5871 2.7652 4.2883
31 C -1.4111 3.7512 3.7665
32 C -1.4430 3.9747 2.3998
33 C -0.6743 3.1947 1.5512
34 C -0.0521 2.2072 -2.8503
35 C 0.6564 3.2739 -3.3962
36 C -0.0258 4.3303 -3.9826
37 C -1.4114 4.3293 -4.0278
38 C -2.1209 3.2708 -3.4771
39 C -1.4464 2.2178 -2.8823
40 C 2.4893 0.9031 -2.5155
41 C 2.8000 0.9907 -3.8748
42 C 4.1171 0.9867 -4.2984
43 C 5.1476 0.8694 -3.3730
44 C 4.8477 0.7481 -2.0273
45 C 3.5253 0.7573 -1.6018
46 H 3.8725 2.0781 1.7832
47 H 5.2210 4.1107 1.3478
48 H 4.3927 5.8251 -0.2319
49 H 2.2324 5.4850 -1.3879
50 H 0.8947 3.4812 -0.9335
51 H 0.8388 1.2245 3.8462
52 H -0.5851 2.5631 5.3529
53 H -2.0573 4.3254 4.4189
54 H -2.0949 4.7337 1.9901
55 H -0.7515 3.3244 0.4777
56 H 1.7376 3.2830 -3.3539
57 H 0.5339 5.1618 -4.3943
58 H -1.9370 5.1585 -4.4846
59 H -3.2030 3.2723 -3.5048
60 H -1.9851 1.3799 -2.4510
61 H 1.9941 1.0372 -4.5956
62 H 4.3410 1.0570 -5.3559
63 H 6.1775 0.8529 -3.7076
64 H 5.6416 0.6345 -1.2990
65 H 3.3046 0.6503 -0.5499
66 C 1.4921 -4.6273 -1.5402
67 C 0.4000 -3.6059 -1.1408
68 N 0.9350 -2.6958 -0.1456
69 C 2.1636 -2.0978 -0.6464
70 C 3.2803 -3.1573 -0.7673
71 N 2.6301 -4.4871 -0.5772
72 C 2.1636 -4.5765 0.8410
73 C 1.2099 -3.3768 1.1036
74 H 1.8697 -4.4150 -2.5408
75 H 1.1286 -5.6547 -1.5045
76 H -0.4806 -4.1095 -0.7438
77 H 0.0933 -3.0129 -2.0039
78 H 2.4635 -1.3290 0.0582
79 H 1.9514 -1.6509 -1.6124
80 H 4.0345 -3.0275 0.0107
81 H 3.7639 -3.1242 -1.7439
82 H 3.3017 -5.2285 -0.7548
83 H 3.0404 -4.5372 1.4873
84 H 1.6603 -5.5338 0.9794
85 H 1.6520 -2.6482 1.7850
86 H 0.2783 -3.7282 1.5452
87 O -5.0013 -0.6464 -0.1814
88 C -4.8609 -0.8655 1.1488
89 C -5.5449 -1.9417 1.7049
90 C -5.4958 -2.1708 3.0679
91 C -4.7644 -1.3344 3.8998
92 C -4.0919 -0.2560 3.3547
93 C -4.1224 -0.0149 1.9845
94 C -3.4961 1.2473 1.4495
95 O -3.7098 2.2804 2.0409
96 O -2.8416 1.1659 0.3016
97 H -4.3996 0.0604 -0.4594
98 H -6.1107 -2.5851 1.0442
99 H -6.0482 -3.0036 3.4864
100 H -4.7247 -1.5138 4.9662
101 H -3.5276 0.4219 3.9814

Values from the calculation:
Total charge = -1
Multiplicity = 2
Largest force on an atom = 2.6 eV/A
Energy relative to the best compared isomer or geometry (same formula, charge and spin) = 138.8 kJ/mol
HOMO-LUMO gap (alpha / beta) = 4.18 / 5.95 eV

Löwdin atomic charge list, values in e, 4 entries: 0.980 0.077 -0.537 -0.175



3.
The following is a DFT calculation (the ωB97M-V functional and the def2-TZVPD basis) of a molecular structure, C45H41N8O2P2ReS4 in a non-equilibrium geometry.

Atoms and positions in Å:
1 Re -0.0735 -0.7817 1.9844
2 S -0.9898 0.5132 3.6719
3 S -1.1641 -0.7249 5.3193
4 S -2.0086 -2.4986 4.5502
5 S -1.5776 -2.4078 2.5222
6 C -4.1914 1.9723 -1.6045
7 P -2.8863 1.1658 -0.5860
8 C -2.1732 2.6221 0.2580
9 C -0.9457 2.6076 0.9200
10 C -0.4397 3.7461 1.5294
11 C -1.1442 4.9381 1.4790
12 C -2.3791 4.9663 0.8507
13 C -2.8922 3.8213 0.2572
14 C -3.9229 0.1692 0.4781
15 C -4.0278 0.4711 1.8283
16 C -4.7673 -0.3661 2.6542
17 C -5.3751 -1.5011 2.1334
18 C -5.2633 -1.7990 0.7800
19 C -4.5375 -0.9623 -0.0544
20 P -4.3729 1.1088 -3.2214
21 C -1.8910 0.5110 -4.4567
22 C -2.4234 -0.3524 -5.4039
23 C -1.7253 -0.5930 -6.5797
24 C -0.5054 0.0312 -6.8088
25 C 0.0171 0.9003 -5.8571
26 C -0.6735 1.1412 -4.6790
27 C -4.5998 2.5904 -4.2915
28 C -5.4868 3.5724 -3.8314
29 C -5.7938 4.6810 -4.6091
30 C -5.2211 4.8291 -5.8641
31 C -4.3668 3.8470 -6.3473
32 C -4.0718 2.7252 -5.5795
33 H -3.8887 2.9767 -1.8644
34 H -5.1309 1.9989 -1.0587
35 H -0.3736 1.7052 0.9806
36 H 0.5098 3.6940 2.0533
37 H -0.7393 5.8354 1.9346
38 H -2.9552 5.8812 0.8184
39 H -3.8827 3.8793 -0.1664
40 H -3.5328 1.3404 2.2433
41 H -4.8504 -0.1388 3.7120
42 H -5.9317 -2.1625 2.7865
43 H -5.7299 -2.6905 0.3764
44 H -4.4488 -1.1935 -1.1112
45 H -3.3752 -0.8399 -5.2149
46 H -2.1383 -1.2709 -7.3193
47 H 0.0375 -0.1592 -7.7279
48 H 0.9585 1.4050 -6.0407
49 H -0.2861 1.8301 -3.9334
50 H -5.9550 3.4761 -2.8578
51 H -6.4905 5.4243 -4.2347
52 H -5.4494 5.7000 -6.4687
53 H -3.9363 3.9397 -7.3398
54 H -3.4214 1.9687 -5.9975
55 O -1.3288 -0.1022 0.3274
56 N -0.8104 -0.9370 -0.5704
57 C -1.1274 -0.6104 -1.8051
58 C -2.0836 0.4251 -2.0279
59 N -2.6127 0.7974 -3.2423
60 C -0.4596 -1.4295 -2.8020
61 N 0.1459 -2.0859 -3.5280
62 C 5.7561 -5.4020 1.1013
63 C 5.9670 -4.2228 2.0245
64 C 5.4598 -2.9647 1.7211
65 C 5.6270 -1.8805 2.5757
66 C 6.2967 -2.0447 3.7790
67 N 6.4978 -0.9780 4.6973
68 C 5.8221 0.2084 4.8666
69 O 6.3642 1.1976 5.3210
70 N 4.4775 0.2643 4.5044
71 C 3.5027 -0.7371 4.3674
72 C 3.5985 -1.9985 4.9378
73 C 2.5881 -2.9074 4.7062
74 C 1.5097 -2.5624 3.9193
75 N 1.3894 -1.3337 3.3884
76 C 2.3599 -0.4434 3.6418
77 C 6.8341 -3.2902 4.0877
78 C 6.6742 -4.3591 3.2183
79 H 5.5637 -5.0755 0.0778
80 H 4.9001 -6.0012 1.4241
81 H 6.6271 -6.0589 1.0922
82 H 4.9287 -2.8171 0.7860
83 H 5.2478 -0.9034 2.2910
84 H 7.3768 -0.9710 5.1843
85 H 4.1648 1.2176 4.4650
86 H 4.4408 -2.2562 5.5697
87 H 2.6266 -3.8962 5.1444
88 H 0.7084 -3.2543 3.7106
89 H 2.2071 0.5559 3.2537
90 H 7.3826 -3.4202 5.0179
91 H 7.1089 -5.3212 3.4747
92 C 2.0703 1.2358 -0.4116
93 C 2.1541 -0.2476 -0.3194
94 N 1.6942 -1.0057 0.6592
95 C 1.9726 -2.3319 0.3343
96 C 2.6074 -2.3632 -0.8569
97 N 2.7221 -1.0399 -1.2440
98 H 1.2009 1.5451 -0.9991
99 H 2.9643 1.6513 -0.8802
100 H 1.9721 1.6661 0.5852
101 H 1.7029 -3.1493 0.9871
102 H 2.9729 -3.1848 -1.4561
103 H 3.1186 -0.7211 -2.1109

Values from the calculation:
Total charge = +1
Multiplicity = 2
Largest force on an atom = 1.5 eV/A
Energy relative to the best compared isomer or geometry (same formula, charge and spin) = 0.0 kJ/mol
HOMO-LUMO gap (alpha / beta) = 5.88 / 5.27 eV

Löwdin atomic charge list, values in e, 4 entries: 0.738 0.045 -0.021 -0.010



4.
The following is a DFT calculation (the ωB97M-V functional and the def2-TZVPD basis) of a molecular structure, C45H42Cl2I4N6O4TeV in a non-equilibrium geometry.

Atoms and positions in Å:
1 V 0.6486 -0.3059 -0.4408
2 I 2.2557 4.9533 4.8423
3 C 2.1333 3.4935 3.3342
4 C 2.9786 3.5825 2.2430
5 C 2.8792 2.6345 1.2416
6 I 4.2023 2.7602 -0.3839
7 C 1.9464 1.5957 1.2816
8 O 1.7732 0.7218 0.3032
9 C 1.1497 1.4969 2.4483
10 C 0.2161 0.3332 2.5609
11 N 0.6110 -0.6516 3.5623
12 C 1.8962 -0.6264 4.2397
13 C 3.2338 -0.6286 3.5153
14 C 4.3581 -0.2332 4.2462
15 C 5.5956 -0.2227 3.6369
16 C 5.6734 -0.5386 2.2874
17 C 4.5039 -0.8846 1.6416
18 N 3.3181 -0.9765 2.2428
19 C 1.2282 2.4512 3.4443
20 H 3.6974 4.3852 2.1631
21 H 0.1284 -0.1283 1.5253
22 H -0.7893 0.7041 2.8446
23 H 0.2903 -1.5676 3.2937
24 H 1.8924 -1.4704 4.9361
25 H 1.9140 0.2765 4.8570
26 H 4.2456 0.0680 5.2800
27 H 6.4814 0.0421 4.1994
28 H 6.6169 -0.5237 1.7593
29 H 4.5110 -1.0930 0.5745
30 H 0.5579 2.3787 4.2916
31 I -1.8899 6.0299 -0.4240
32 C -1.6407 3.9759 -0.2454
33 C -2.5527 2.9802 0.0831
34 N -1.8318 1.8505 0.1077
35 N -0.5450 2.0281 -0.1962
36 C -0.4105 3.3266 -0.4119
37 H -4.1246 2.7279 1.4345
38 H -2.1487 0.9161 0.3323
39 H 0.5332 3.7713 -0.6847
40 C 3.0889 -3.9323 0.0117
41 Te 1.1126 -3.0506 0.2610
42 C 1.1925 -3.8238 2.2431
43 H 3.7663 -3.5868 0.7887
44 H 3.5263 -3.7472 -0.9675
45 H 2.9492 -5.0063 0.1286
46 H 1.4155 -4.8851 2.1528
47 H 0.2279 -3.6977 2.7220
48 H 1.9863 -3.3332 2.7998
49 C -1.1964 -2.4171 -3.1755
50 C 0.1723 -1.9463 -2.8126
51 O 0.2908 -1.2222 -1.7887
52 C 1.3342 -2.3168 -3.5914
53 C 2.6203 -2.0858 -3.0758
54 C 3.7468 -2.4610 -3.7773
55 C 3.6186 -3.0683 -5.0186
56 C 2.3528 -3.2911 -5.5488
57 C 1.2217 -2.9270 -4.8480
58 H -1.9034 -2.0757 -2.4225
59 H -1.2217 -3.5064 -3.2345
60 H -1.4929 -2.0087 -4.1430
61 H 2.7096 -1.6081 -2.1082
62 H 4.7258 -2.2818 -3.3518
63 H 4.4972 -3.3736 -5.5705
64 H 2.2500 -3.7644 -6.5160
65 H 0.2487 -3.0940 -5.2901
66 I -1.5897 1.1497 -3.2917
67 C 0.4138 1.0822 -3.9144
68 C 0.6938 1.0146 -5.2725
69 C 2.0226 0.9120 -5.6527
70 C 3.0014 0.9014 -4.6728
71 C 2.6104 0.9966 -3.3468
72 N 1.3358 1.0810 -2.9636
73 H -0.1027 1.0526 -6.0010
74 H 2.2884 0.8327 -6.6990
75 H 4.0497 0.8192 -4.9237
76 H 3.3453 1.0144 -2.5517
77 Cl -2.4460 1.9559 3.3029
78 C -4.0540 2.9160 0.3600
79 C -4.7389 4.1872 -0.0482
80 C -5.1808 4.3440 -1.3132
81 C -5.1092 3.2774 -2.2508
82 C -4.8306 1.9985 -1.7954
83 Cl -4.9455 0.6542 -2.9090
84 C -4.5589 1.7384 -0.4568
85 N -4.5633 0.4631 0.0237
86 C -4.7201 -0.0076 1.3372
87 C -5.4776 0.7039 2.2644
88 C -5.6078 0.2489 3.5608
89 C -5.0021 -0.9371 3.9429
90 C -4.3192 -1.6877 3.0026
91 C -4.1832 -1.2543 1.6898
92 C -3.4675 -2.1343 0.6922
93 C -1.9645 -1.8157 0.6241
94 O -1.6012 -0.8100 -0.0609
95 O -1.1923 -2.5736 1.2406
96 H -4.8119 4.9775 0.6846
97 H -5.6112 5.2838 -1.6349
98 H -5.3788 3.4298 -3.2857
99 H -4.5291 -0.2431 -0.6951
100 H -5.9857 1.6079 1.9565
101 H -6.1809 0.8247 4.2744
102 H -5.0707 -1.2814 4.9660
103 H -3.8722 -2.6338 3.2852
104 H -3.8953 -2.0376 -0.3084
105 H -3.5468 -3.1723 1.0070

Values from the calculation:
Multiplicity = 4
Largest force on an atom = 8.0 eV/A
HOMO-LUMO gap (alpha / beta) = 3.79 / 4.43 eV

Löwdin atomic charge list, values in e, 4 entries: 0.844 0.848 -0.706 -0.232